[1]
DFT (ωB97M-V with the def2-TZVPD basis set) results for a molecular structure, C28H29BrIrN3O8P2.

Geometry as XYZ:
```
72
Properties=species:S:1:pos:R:3:lowdin_charge:R:1
Ir -0.06987 -0.46884 -0.15639 1.235
O -5.04042 1.34516 -0.08891 0.068
C -4.59103 1.95399 -1.22244 -0.260
C -5.43966 2.65951 -2.06866 -0.023
C -4.93443 3.26380 -3.20735 -0.081
C -3.58439 3.16631 -3.51930 -0.079
C -2.74707 2.45626 -2.67561 -0.012
C -3.23475 1.85669 -1.52004 -0.098
C -2.30848 1.05600 -0.64957 -0.380
O -1.66181 0.06816 -1.31231 -0.230
N -1.21386 1.96933 -0.14108 0.110
N -0.17190 1.35560 0.30646 -0.151
C 0.80796 2.28396 0.79073 -0.082
C 1.76358 2.02585 1.64048 -0.019
Br 1.99420 -1.25922 1.05187 0.252
C 2.65173 1.82628 2.56890 -0.045
C 4.05019 1.41720 2.38513 -0.246
C 4.83033 1.17378 3.51052 -0.035
C 6.15418 0.78307 3.37344 -0.077
C 6.70354 0.63953 2.10882 -0.082
C 5.92741 0.88358 0.98122 -0.074
C 4.60584 1.26808 1.11520 -0.052
H -5.99545 1.44237 -0.02444 0.110
H -6.49591 2.72865 -1.83285 0.113
H -5.60478 3.80787 -3.86011 0.105
H -3.19578 3.62242 -4.41919 0.102
H -1.70077 2.31793 -2.92352 0.119
H -2.79602 0.74164 0.28423 0.142
H -1.34158 2.94834 0.09460 0.171
H 0.67895 3.28625 0.39402 0.127
H 2.30475 1.98243 3.58812 0.133
H 4.39579 1.28303 4.49683 0.113
H 6.75346 0.59006 4.25320 0.104
H 7.73712 0.33807 1.99908 0.103
H 6.35577 0.76936 -0.00599 0.104
H 3.99537 1.44244 0.23810 0.112
N 2.65194 -2.29952 -2.05400 0.159
C 1.56273 -2.13853 -3.10632 -0.492
C 2.00924 -2.72917 -4.42891 -0.075
P 0.10588 -3.01553 -2.35284 0.367
O 0.90768 -4.39324 -1.98438 -0.154
O -1.03236 -3.30258 -3.22233 -0.249
O 0.01376 -2.30765 -0.99524 -0.499
P 1.13038 -0.33125 -3.19310 0.303
O 2.36069 0.27108 -4.05477 -0.142
O -0.14663 -0.16370 -3.89530 -0.262
O 1.39072 0.11969 -1.75859 -0.461
H 2.53172 -3.17468 -1.53552 0.122
H 2.57124 -1.52232 -1.37108 0.015
H 3.57649 -2.28257 -2.48059 0.163
H 2.29786 -3.77633 -4.31772 0.084
H 2.83546 -2.16032 -4.85763 0.076
H 1.16833 -2.68750 -5.12066 0.096
H 0.30812 -5.14779 -1.96687 0.088
H 1.99809 0.73574 -4.81933 0.080
C -1.86686 -0.16370 5.25421 -0.093
C -0.71990 0.23621 4.53211 -0.086
C -0.57804 -0.10478 3.21870 -0.078
C -1.56609 -0.85542 2.52865 -0.172
C -1.45555 -1.19430 1.14333 -0.257
C -2.42786 -1.98879 0.58547 -0.107
C -3.53406 -2.44215 1.33673 -0.068
C -3.68086 -2.08690 2.64388 -0.048
C -2.69731 -1.28765 3.27024 -0.171
C -2.82031 -0.91427 4.63497 -0.045
H -1.97406 0.10661 6.29692 0.098
H 0.05940 0.79791 5.03451 0.093
H 0.32790 0.14595 2.69307 0.008
H -2.37583 -2.24893 -0.46174 0.092
H -4.27986 -3.05823 0.84947 0.104
H -4.53930 -2.41111 3.22053 0.107
H -3.69499 -1.24923 5.18095 0.108
```

Summary:
M ... 869.6 Da
Energy above the lowest of the compared OMol25 structures with the same formula, charge and spin ... 0.644 eV
Multiplicity ... 1
LUMO level (alpha / beta) ... -0.0636 / -0.0629 hartree
Kohn-Sham gap (alpha / beta) ... 5.7 / 5.7 eV

***

[2]
DFT (ωB97M-V with the def2-TZVPD basis set) results for 2 unconnected molecules or ions with the total composition C9H14O.

Geometry as XYZ:
```
24
Properties=species:S:1:pos:R:3:lowdin_charge:R:1
C -2.10810 0.76096 3.85440 -0.047
C -1.20202 0.21106 2.75479 -0.281
C 0.14958 0.50237 2.64080 -0.046
C 0.85727 -0.00792 1.56083 -0.033
C 0.25985 -0.76600 0.57317 -0.332
O 0.98464 -1.33593 -0.43949 0.030
C -1.10232 -1.04955 0.65965 -0.008
C -1.78539 -0.58910 1.77149 -0.055
H -1.76184 0.29898 4.77924 0.080
H -3.14091 0.59759 3.59092 0.065
H -1.98741 1.84056 3.91599 0.075
H 0.64749 1.08137 3.40734 0.113
H 1.91399 0.22364 1.45370 0.114
H 1.73181 -0.78299 -0.69545 0.092
H -1.60742 -1.52566 -0.16747 0.116
H -2.81073 -0.90559 1.88376 0.106
C 1.69279 -0.37968 -4.30926 -0.169
C 1.06168 0.77966 -3.52867 -0.153
H 2.69938 -0.20504 -4.69251 0.059
H 1.82379 -1.27408 -3.69083 0.055
H 1.04442 -0.70351 -5.12129 0.058
H 1.42741 1.73694 -3.90904 0.064
H 1.19051 0.63073 -2.46944 0.037
H 0.02153 0.86118 -3.82263 0.060
```

Summary:
M ... 138.2 Da
Energy above the lowest of the compared OMol25 structures with the same formula, charge and spin ... 0.489 eV
Multiplicity ... 1
LUMO level ... 0.0317 hartree
Kohn-Sham gap ... 9.3 eV
SMILES ... Cc1ccc(O)cc1.CC

***

[3]
DFT (ωB97M-V with the def2-TZVPD basis set) results for a molecular structure, C4H8O2.

Geometry as XYZ:
```
14
Properties=species:S:1:pos:R:3:lowdin_charge:R:1
C 1.13570 -1.79520 -0.03694 -0.072
C -0.08873 -0.91611 -0.24591 -0.319
O -0.22059 0.02350 0.81646 -0.144
C -1.38272 1.53850 0.28799 0.231
C 0.03096 1.71373 0.18098 -0.502
O 0.35364 2.02932 -0.96736 -0.019
H 1.07527 -2.30406 0.92695 0.074
H 2.03378 -1.17479 -0.05144 0.079
H 1.21774 -2.55689 -0.82662 0.082
H 0.02612 -0.38210 -1.19988 0.111
H -0.98670 -1.53574 -0.28162 0.111
H -1.94352 2.21135 0.94509 0.112
H -1.88821 1.13172 -0.58705 0.116
H 0.63726 2.01678 1.03934 0.140
```

Summary:
M ... 88.1 Da
Energy above the lowest of the compared OMol25 structures with the same formula, charge and spin ... 4.811 eV
Multiplicity ... 1
LUMO level ... -0.0315 hartree
Kohn-Sham gap ... 8.2 eV

***

[4]
DFT (ωB97M-V with the def2-TZVPD basis set) results for 2 unconnected molecules or ions with the total composition C5H8N.

Geometry as XYZ:
```
14
Properties=species:S:1:pos:R:3:lowdin_charge:R:1
C -0.83108 1.18581 -0.11847 -0.053
C -0.07244 0.22192 0.22725 0.027
C 3.22114 0.40386 -0.30375 0.035
C 2.53673 -0.56756 0.15747 0.238
C -2.29066 -0.82354 -0.03215 -0.015
N -1.48006 0.16046 0.68799 -0.152
H -1.29887 1.75821 -0.91634 0.130
H 4.26522 0.29790 -0.67120 0.134
H 2.80976 1.33988 -0.54944 0.086
H 2.21965 -1.45301 0.75578 0.101
H -1.84277 -1.87222 0.20623 0.139
H -3.30332 -0.72950 0.18946 0.070
H -2.14591 -0.58897 -1.11404 0.108
H -1.78740 0.66677 1.48119 0.149
```

Summary:
M ... 82.1 Da
Energy above the lowest of the compared OMol25 structures with the same formula, charge and spin ... 8.313 eV
Multiplicity ... 1
LUMO level (alpha / beta) ... -0.2196 / -0.2196 hartree
Kohn-Sham gap (alpha / beta) ... 8.1 / 8.1 eV
Total charge ... +1

***

[5]
DFT (ωB97M-V with the def2-TZVPD basis set) results for 3 unconnected molecules or ions with the total composition C3H3NO2.

Geometry as XYZ:
```
9
Properties=species:S:1:pos:R:3:lowdin_charge:R:1
C -1.87023 0.03995 0.20906 -0.109
O -1.01022 0.56753 -0.45309 -0.057
C 1.55159 0.97924 -1.47938 0.005
O 1.43924 2.06971 -1.77300 0.046
C 1.45268 -1.07642 0.80723 -0.114
N 2.44950 -1.39091 1.29512 0.056
H 0.54543 -0.74503 0.34075 -0.007
H -1.72947 -0.16751 1.28690 0.090
H -2.82852 -0.27657 -0.23358 0.089
```

Summary:
M ... 85.1 Da
Energy above the lowest of the compared OMol25 structures with the same formula, charge and spin ... 2.577 eV
Multiplicity ... 1
LUMO level ... -0.0017 hartree
Kohn-Sham gap ... 11.1 eV

***

[6]
DFT (ωB97M-V with the def2-TZVPD basis set) results for a gas-phase ion, C5H11N2O (charge +1).

Geometry as XYZ:
```
19
Properties=species:S:1:pos:R:3:lowdin_charge:R:1
N 2.04952 -2.04323 0.46586 0.217
C 1.64279 -0.84156 0.06159 -0.484
O 2.33026 0.11944 -0.21978 0.081
C 0.09568 -0.60467 -0.01391 -0.150
C -0.59060 0.17356 1.10979 -0.125
C -1.66908 0.94578 0.35863 -0.168
C -0.88158 1.54411 -0.77251 -0.082
N -0.04099 0.32531 -1.22319 0.099
H 1.38780 -2.72366 0.79932 0.123
H 3.02821 -2.27443 0.57813 0.141
H -0.44931 -1.51800 -0.17096 0.149
H 0.08235 0.75947 1.76029 0.143
H -1.10169 -0.49890 1.84856 0.142
H -2.49825 0.34365 -0.07700 0.137
H -2.24705 1.66951 0.99403 0.150
H -0.01984 2.19815 -0.45159 0.158
H -1.42903 2.03459 -1.57204 0.134
H 0.91753 0.50909 -1.52856 0.154
H -0.60671 -0.11821 -1.94666 0.181
```

Summary:
M ... 115.2 Da
Energy above the lowest of the compared OMol25 structures with the same formula, charge and spin ... 0.502 eV
Multiplicity ... 1
LUMO level ... -0.1135 hartree
Kohn-Sham gap ... 11.6 eV
SMILES ... NC(=O)[C@H]1CCC[NH2+]1
Total charge ... +1

***

[7]
DFT (ωB97M-V with the def2-TZVPD basis set) results for a molecular structure, C23H41DyN2P3S.

Geometry as XYZ:
```
71
Properties=species:S:1:pos:R:3:lowdin_charge:R:1
Dy 0.09654 -0.04909 1.21375 1.253
P -1.77618 2.03782 0.94674 0.696
P -2.18120 -1.57826 2.02449 0.724
P 1.71187 1.32417 -0.59688 0.694
H -1.08551 -2.20604 -0.70085 0.071
C -0.07154 -1.78735 -0.68758 -0.128
C 0.89767 -2.25549 0.18895 -0.112
H 0.66813 -3.00620 0.96156 0.082
C -2.75937 2.05082 -0.59662 -0.227
C -3.09841 2.33455 2.19930 -0.234
C -0.97309 3.68684 0.93024 -0.241
C -1.89238 -3.39549 2.01677 -0.246
C -2.97204 -1.44512 3.68404 -0.240
C -3.66666 -1.46695 0.95678 -0.244
C 3.04562 0.27793 -1.28634 -0.287
C 2.64133 2.74650 0.09744 -0.231
C 0.85443 2.02980 -2.04793 -0.281
H 0.19226 -1.23326 -1.59839 0.079
H 1.96718 -2.01852 0.05828 0.084
H -3.41296 2.93416 -0.59739 0.081
H -3.36472 1.13615 -0.65489 0.044
H -2.09053 2.07905 -1.46550 0.041
H -3.70038 3.20873 1.90758 0.081
H -2.65288 2.52658 3.18522 0.053
H -3.75906 1.46168 2.29169 0.039
H -1.75661 4.45503 0.97829 0.078
H -0.36363 3.83501 0.03090 0.032
H -0.31720 3.78171 1.80702 0.058
H -2.80605 -3.92838 2.31581 0.080
H -1.08630 -3.63240 2.72349 0.061
H -1.58590 -3.72348 1.01780 0.045
H -3.85554 -2.08759 3.76997 0.079
H -3.26711 -0.40918 3.88159 0.039
H -2.25750 -1.74321 4.45956 0.057
H -4.38407 -2.23493 1.27696 0.078
H -3.39034 -1.64605 -0.08964 0.050
H -4.12983 -0.47534 1.03175 0.037
H 3.68589 0.82958 -1.98662 0.065
H 2.61066 -0.58538 -1.80591 0.009
H 3.65728 -0.10757 -0.46012 0.058
H 3.23234 3.22623 -0.69557 0.081
H 3.30998 2.37730 0.88839 0.060
H 1.94754 3.47080 0.54784 0.036
H 1.57363 2.48651 -2.73761 0.063
H 0.11022 2.77865 -1.75476 0.027
H 0.31495 1.23730 -2.58103 0.022
C 2.12990 -0.81944 -5.98753 -0.623
C 1.46402 -0.47146 -7.18375 -0.090
C 1.31892 -1.43577 -8.19829 -0.061
C 1.88148 -2.70988 -8.05770 -0.065
C 2.62363 -3.01633 -6.91192 -0.074
C 2.77696 -2.06989 -5.90513 -0.136
S 2.18887 0.17573 -4.55099 0.803
H 1.25155 1.15438 -4.69555 -0.109
H 1.03979 0.51878 -7.29428 0.101
H 0.74894 -1.19668 -9.09388 0.115
H 1.74462 -3.46454 -8.83760 0.117
H 3.07357 -4.00332 -6.78875 0.115
H 3.35922 -2.29897 -5.01053 0.096
N 3.62322 -0.58924 7.38275 0.239
C 2.75060 -0.36802 6.63687 -0.127
C 1.65138 -0.08210 5.73291 -0.155
C 0.41234 0.29632 6.25393 0.063
C -0.58257 0.67902 5.36906 -0.001
C -0.32251 0.65247 4.00247 -0.208
N 0.85564 0.23254 3.48652 -0.112
C 1.84047 -0.15376 4.34489 -0.017
H 0.23099 0.30412 7.32716 0.158
H -1.57669 0.95738 5.70967 0.137
H -1.10725 0.97646 3.28878 0.023
H 2.76238 -0.56544 3.93234 0.145
```

Summary:
M ... 633.1 Da
Energy above the lowest of the compared OMol25 structures with the same formula, charge and spin ... 0.000 eV
Multiplicity ... 6
LUMO level (alpha / beta) ... -0.3989 / -0.3934 hartree
⟨S²⟩ ... 9.3238
Kohn-Sham gap (alpha / beta) ... 3.2 / 3.4 eV
Total charge ... +3

***

[8]
DFT (ωB97M-V with the def2-TZVPD basis set) results for 2 unconnected molecules or ions with the total composition C3H8NO2Si.

Geometry as XYZ:
```
15
Properties=species:S:1:pos:R:3:lowdin_charge:R:1
C -3.22904 0.20062 -0.06758 -0.640
C 1.49291 1.68747 0.11685 -0.253
C 1.44818 0.16457 0.31832 -0.478
N -0.17786 -2.13129 -0.02327 -0.257
O -3.36308 1.05798 -0.81396 0.111
O -3.49894 -0.59819 0.75068 0.072
Si -0.25525 -0.39552 -0.37253 0.456
H 1.65109 1.69210 -0.91795 0.027
H 0.54023 2.04184 0.42281 0.003
H 2.20596 2.33465 0.68572 0.063
H 1.71852 -0.25255 1.29426 0.040
H 2.30584 -0.14218 -0.21628 0.016
H -1.17830 -2.50502 0.01863 0.003
H 0.21714 -2.51332 0.78931 -0.054
H 0.12260 -0.64117 -1.98501 -0.110
```

Summary:
M ... 118.2 Da
Energy above the lowest of the compared OMol25 structures with the same formula, charge and spin ... 2.042 eV
Multiplicity ... 1
LUMO level ... 0.1409 hartree
Kohn-Sham gap ... 5.9 eV
Total charge ... -1